Entry 1:
A structure of composition C53H41BrFN7O4PbS3, computed with the ωB97M-V functional and the def2-TZVPD basis.

Geometry (Å):
Pb (0.918768, -0.924820, 0.528128)
Br (3.771091, 3.539554, 5.987629)
C (3.004693, 2.114569, 4.994248)
C (1.764840, 1.588098, 5.371704)
C (1.212480, 0.551839, 4.668407)
C (1.832926, -0.022927, 3.524351)
O (1.287900, -1.020747, 2.922696)
C (3.083587, 0.557118, 3.151120)
C (3.862635, 0.102845, 2.023922)
N (3.411038, -0.603389, 1.057438)
C (4.244547, -1.009923, 0.008480)
C (5.164236, -0.215864, -0.622464)
C (5.941116, -0.722038, -1.687992)
C (5.772250, -2.003916, -2.127103)
C (4.802020, -2.837880, -1.517605)
C (4.561598, -4.172304, -1.926718)
C (3.617115, -4.914671, -1.283713)
C (2.891354, -4.315997, -0.226294)
N (3.070220, -3.085366, 0.170594)
C (4.027863, -2.342746, -0.453697)
C (3.654622, 1.592892, 3.908936)
H (1.249401, 1.998936, 6.230527)
H (0.257183, 0.143017, 4.968851)
H (4.921920, 0.388704, 2.030053)
H (5.278985, 0.815249, -0.315902)
H (6.670273, -0.077434, -2.160037)
H (6.366314, -2.396378, -2.942121)
H (5.136101, -4.586714, -2.746672)
H (3.401432, -5.932810, -1.575105)
H (2.111068, -4.872551, 0.285160)
H (4.623774, 1.980192, 3.619399)
C (-5.337798, 3.247145, 3.388139)
C (-5.045920, 3.643126, 1.947328)
C (-6.292332, 3.804033, 1.089229)
C (-7.000002, 2.470342, 0.907393)
C (-6.039540, 1.433871, 0.393802)
C (-6.481383, 0.338462, -0.314267)
C (-5.573689, -0.603750, -0.788652)
F (-6.059846, -1.659070, -1.474915)
C (-4.227716, -0.482977, -0.591715)
C (-3.754379, 0.624679, 0.122569)
C (-2.297350, 0.736310, 0.354829)
O (-1.558290, -0.142557, -0.104375)
C (-1.877061, 1.873613, 1.126298)
C (-2.827133, 2.758026, 1.541928)
N (-4.149982, 2.660173, 1.319224)
C (-4.653214, 1.573424, 0.615694)
C (-0.441396, 2.199573, 1.505171)
O (-0.222209, 3.324480, 1.958465)
O (0.416895, 1.291565, 1.326325)
H (-5.999709, 3.975293, 3.855838)
H (-4.414692, 3.205275, 3.965483)
H (-5.810742, 2.266413, 3.443537)
H (-4.493400, 4.585706, 1.940484)
H (-6.002221, 4.203726, 0.114908)
H (-6.951531, 4.536186, 1.557165)
H (-7.835650, 2.569251, 0.214208)
H (-7.428317, 2.140615, 1.857605)
H (-7.535242, 0.203374, -0.517063)
H (-3.520866, -1.204772, -0.978745)
H (-2.494220, 3.623457, 2.103955)
S (0.030935, -5.690830, -3.299910)
C (0.038712, -6.943123, -4.459053)
C (0.464895, -6.504004, -5.676184)
C (0.797690, -5.125903, -5.664207)
C (0.614495, -4.545648, -4.440045)
C (0.848102, -3.151048, -4.059361)
C (1.039016, -2.806975, -2.710137)
N (1.276441, -1.594846, -2.286363)
C (1.315467, -0.590270, -3.179641)
C (1.121649, -0.808558, -4.550834)
C (1.148558, 0.300825, -5.465463)
C (1.358512, 1.553376, -5.014020)
C (1.566533, 1.809638, -3.614163)
C (1.788830, 3.106493, -3.123049)
C (1.978251, 3.310390, -1.778500)
C (1.959599, 2.167165, -0.946917)
N (1.764982, 0.947771, -1.380658)
C (1.552932, 0.752442, -2.698805)
C (2.212014, 4.621836, -1.171329)
C (1.948821, 4.988886, 0.119406)
C (2.302154, 6.339902, 0.377180)
C (2.819792, 6.965232, -0.715296)
S (2.892846, 5.922341, -2.066988)
C (0.887000, -2.124627, -4.976593)
H (-0.276222, -7.934612, -4.185183)
H (0.543464, -7.137247, -6.545950)
H (1.182129, -4.595515, -6.521962)
H (0.993317, -3.570919, -1.946226)
H (0.995363, 0.107818, -6.519139)
H (1.378610, 2.391576, -5.698346)
H (1.783954, 3.939266, -3.817943)
H (2.112877, 2.270231, 0.119567)
H (1.462791, 4.352312, 0.847567)
H (2.164771, 6.819041, 1.333471)
H (3.173924, 7.978664, -0.794528)
H (0.716714, -2.315591, -6.028862)
C (-0.887794, -2.628041, 4.567560)
N (-0.646426, -3.020782, 3.196113)
C (-1.463072, -3.024098, 2.142496)
S (-0.881639, -3.601529, 0.648356)
N (-2.736074, -2.581474, 2.212605)
C (-3.307715, -1.567182, 3.085328)
H (-0.035597, -2.967568, 5.150933)
H (-1.778312, -3.121235, 4.956680)
H (-0.965385, -1.548352, 4.682771)
H (0.324536, -3.115889, 2.937104)
H (-3.159995, -2.620574, 1.295614)
H (-3.054276, -1.727174, 4.125501)
H (-4.391929, -1.625232, 2.993590)
H (-2.980664, -0.565905, 2.797753)

Forces on atoms 1 to 2 (eV/Å):
Pb -0.11 0.16 0.31
Br 0.00 -0.01 0.00

Output
- ΔE to the lowest compared entry with this formula, charge and spin: 6.6 kJ/mol
- HOMO-LUMO gap: 6.58 eV
- Lowest unoccupied orbital energy: -0.00984 hartree

Mulliken atomic charge list, values in e, 2 entries: 2.774, -0.247



Entry 2:
A structure of composition C53H41F5IrN9OS3, computed with the ωB97M-V functional and the def2-TZVPD basis.

Geometry (Å):
Ir (0.395681, -0.671982, -0.751075)
N (0.312881, -2.325882, 0.144425)
S (0.636181, -2.221382, 1.680425)
N (1.857681, 0.065418, 2.679525)
S (1.819781, 1.340918, 1.953325)
N (0.639581, 1.264218, 0.735125)
S (1.120981, 2.917118, -1.215675)
N (0.841081, 1.371718, -0.547675)
C (-0.477419, 3.164218, -2.027975)
C (-1.063319, 2.214318, -2.848775)
C (-2.292519, 2.491118, -3.424775)
C (-2.940219, 3.685518, -3.155075)
C (-2.364719, 4.609418, -2.297575)
C (-1.126819, 4.353418, -1.731775)
C (2.267081, 2.564518, -2.552675)
C (2.160581, 1.470618, -3.393075)
C (3.101381, 1.298818, -4.395275)
C (4.139981, 2.205018, -4.542375)
C (4.249481, 3.286318, -3.680575)
C (3.312581, 3.471618, -2.677375)
C (3.367481, 2.004018, 1.242225)
C (4.071281, 2.942118, 1.976925)
C (5.298281, 3.377618, 1.502125)
C (5.816781, 2.861318, 0.323625)
C (5.103281, 1.920918, -0.401175)
C (3.867481, 1.490818, 0.060125)
C (1.145481, 2.733618, 2.901925)
C (1.057381, 3.986718, 2.323425)
C (0.568181, 5.037718, 3.082425)
C (0.174781, 4.820518, 4.395025)
C (0.262681, 3.557218, 4.956325)
C (0.751481, 2.500718, 4.205225)
C (-1.018419, -2.415082, 2.392225)
C (-1.268219, -1.773582, 3.590225)
C (-2.549719, -1.817382, 4.114725)
C (-3.552519, -2.493882, 3.436325)
C (-3.283819, -3.124282, 2.230425)
C (-2.008219, -3.083882, 1.694925)
C (1.491981, -3.769282, 2.067325)
C (2.642681, -3.620182, 2.821425)
C (3.412581, -4.738982, 3.087925)
C (3.016681, -5.976482, 2.605125)
C (1.862681, -6.102582, 1.846525)
C (1.080981, -4.991082, 1.569725)
H (-0.579119, 1.269818, -3.041175)
H (-2.732319, 1.779118, -4.106575)
H (-3.893819, 3.894918, -3.612375)
H (-2.872219, 5.533218, -2.074675)
H (-0.665819, 5.070618, -1.070775)
H (1.384581, 0.732618, -3.269075)
H (3.015581, 0.454518, -5.060875)
H (4.863681, 2.063818, -5.330775)
H (5.058381, 3.990918, -3.792175)
H (3.390781, 4.307218, -1.998175)
H (3.679881, 3.308718, 2.913425)
H (5.866081, 4.102218, 2.066325)
H (6.783581, 3.189518, -0.025375)
H (5.504881, 1.508518, -1.315075)
H (3.307681, 0.761018, -0.502475)
H (1.385981, 4.148018, 1.307125)
H (0.508581, 6.027718, 2.659425)
H (-0.190519, 5.646118, 4.984725)
H (-0.031819, 3.395918, 5.980825)
H (0.854881, 1.506018, 4.610225)
H (-0.463919, -1.254982, 4.089225)
H (-2.763419, -1.327682, 5.051925)
H (-4.543919, -2.543182, 3.857225)
H (-4.066419, -3.654282, 1.710025)
H (-1.775119, -3.553582, 0.752125)
H (2.929481, -2.638482, 3.163825)
H (4.321281, -4.641082, 3.659225)
H (3.628181, -6.841982, 2.802725)
H (1.572181, -7.067282, 1.462525)
H (0.192481, -5.072182, 0.965125)
F (7.280281, -2.531282, -1.328875)
C (5.979681, -2.278082, -1.437875)
C (5.393681, -2.171982, -2.702275)
F (6.126181, -2.375282, -3.791775)
C (4.062681, -1.813182, -2.828875)
F (3.519481, -1.685482, -4.045875)
C (3.244081, -1.554382, -1.704875)
O (2.034981, -1.128982, -1.858675)
C (3.855881, -1.758982, -0.450075)
F (3.093481, -1.526382, 0.644525)
C (5.192881, -2.082982, -0.303675)
F (5.718481, -2.185382, 0.917925)
C (-2.391119, -1.147882, -2.487275)
C (-2.554919, -0.389882, -1.228475)
N (-1.609419, -0.237282, -0.308975)
C (-2.170919, 0.447018, 0.734625)
C (-3.464719, 0.721918, 0.427825)
N (-3.695919, 0.200718, -0.818375)
C (-4.907819, 0.372818, -1.590875)
N (-5.620819, -0.840382, -1.823375)
N (-5.844219, -1.267882, -3.089975)
N (-6.686919, -2.194282, -3.097575)
C (-7.105719, -2.456282, -1.826175)
C (-8.047819, -3.343782, -1.310875)
C (-8.229919, -3.332182, 0.053725)
C (-7.491519, -2.491482, 0.898525)
C (-6.559819, -1.601082, 0.409225)
C (-6.399419, -1.577282, -0.967275)
H (-1.346119, -1.457982, -2.579475)
H (-2.684519, -0.564182, -3.357375)
H (-3.009019, -2.044882, -2.474775)
H (-1.619619, 0.691918, 1.619025)
H (-4.217319, 1.251318, 0.974025)
H (-4.659319, 0.772818, -2.582075)
H (-5.544819, 1.085518, -1.051775)
H (-8.603919, -3.995582, -1.962875)
H (-8.963919, -3.984282, 0.497825)
H (-7.660819, -2.543682, 1.963425)
H (-5.982319, -0.958882, 1.057125)

Forces on atoms 1 to 2 (eV/Å):
Ir 0.44 -0.50 -0.26
N -0.13 0.89 -2.21

Output
- 2S+1: 5
- HOMO-LUMO gap (alpha / beta): 7.19 / 5.16 eV
- Charge: +2
- ⟨S²⟩: 6.037
- Lowest unoccupied orbital energy (alpha / beta): -0.19913 / -0.27053 hartree

Mulliken atomic charge list, values in e, 2 entries: 2.729, -0.400